{"formula": "C28H47BrF14NO4PS", "method": "ωB97M-V/def2-TZVPD", "e_lumo_ev": 0.24, "total_charge": 0, "e_tot_ha": -6162.529800, "multiplicity": 1, "homo_energy_ev": -10.355, "smiles": "C[C@@H](F)CP(Br)(CCCCS(=O)(=O)O)(CCC(F)(F)C(F)(F)C(F)(F)C(F)(F)C(F)(F)C(F)(F)F)OC#N.CCCCCC.CCCCCC", "elements": ["C", "C", "F", "C", "P", "Br", "C", "C", "C", "C", "S", "O", "O", "O", "C", "C", "C", "F", "F", "C", "F", "F", "C", "F", "F", "C", "F", "F", "C", "F", "F", "C", "F", "F", "F", "O", "C", "N", "H", "H", "H", "H", "H", "H", "H", "H", "H", "H", "H", "H", "H", "H", "H", "H", "H", "H", "H", "C", "C", "C", "C", "C", "C", "H", "H", "H", "H", "H", "H", "H", "H", "H", "H", "H", "H", "H", "H", "C", "C", "C", "C", "C", "C", "H", "H", "H", "H", "H", "H", "H", "H", "H", "H", "H", "H", "H", "H"], "positions_angstrom": [[3.2065, 5.6100, 2.3558], [1.7474, 5.3518, 2.6799], [0.9473, 6.1967, 1.9409], [1.2827, 3.8986, 2.5848], [0.5411, 3.4144, 0.9678], [-1.1739, 2.2024, 2.1563], [-0.7740, 4.4922, 0.2969], [-1.9567, 3.8321, -0.4352], [-3.3245, 4.0838, 0.2318], [-4.3584, 4.6333, -0.7510], [-5.7107, 5.3732, 0.1449], [-6.8892, 5.3874, -0.6545], [-5.8184, 4.7590, 1.4355], [-5.1580, 6.8459, 0.3646], [1.1041, 1.7974, 0.3064], [0.2803, 1.2417, -0.8467], [0.8675, -0.0316, -1.4388], [0.1855, -0.2969, -2.5681], [2.1511, 0.1922, -1.7929], [0.8248, -1.2364, -0.4776], [1.8545, -1.0890, 0.3814], [-0.3316, -1.2332, 0.1987], [0.9880, -2.6140, -1.1637], [-0.0878, -2.8797, -1.9116], [2.0461, -2.5204, -1.9942], [1.2940, -3.7748, -0.1662], [2.6257, -3.8705, -0.0345], [0.7859, -3.5059, 1.0576], [0.7267, -5.1355, -0.5979], [-0.6075, -5.0686, -0.7119], [1.2684, -5.4786, -1.7805], [1.0384, -6.2910, 0.4047], [0.3757, -6.1295, 1.5491], [2.3439, -6.4214, 0.6301], [0.5964, -7.4259, -0.1794], [1.8393, 4.2902, 0.1209], [1.8250, 4.1630, -1.1548], [1.8147, 4.0458, -2.3228], [3.3433, 5.7426, 1.2931], [3.4761, 6.5412, 2.8347], [3.8209, 4.8193, 2.7603], [1.6168, 5.6417, 3.7174], [2.1572, 3.2707, 2.7172], [0.6097, 3.6275, 3.3711], [-0.3670, 5.2610, -0.3440], [-1.1610, 5.0186, 1.1579], [-2.0035, 4.2652, -1.4279], [-1.8580, 2.7680, -0.5764], [-3.7022, 3.1404, 0.5946], [-3.2447, 4.7071, 1.1105], [-3.9496, 5.3344, -1.4673], [-4.8300, 3.8271, -1.2936], [-5.4096, 7.0968, 1.2619], [1.0298, 1.1078, 1.1327], [2.1512, 1.8151, 0.0322], [0.2515, 1.9317, -1.6800], [-0.7208, 0.9915, -0.5279], [0.0737, -7.3259, 7.7224], [1.4729, -6.7882, 7.4363], [1.4983, -5.2938, 7.1218], [0.7130, -4.8841, 5.8753], [1.1448, -5.5771, 4.5842], [2.5890, -5.2806, 4.1898], [-0.5818, -7.2279, 6.8560], [0.1139, -8.3841, 7.9840], [-0.3848, -6.7924, 8.5573], [1.9215, -7.3550, 6.6159], [2.1040, -6.9673, 8.3106], [2.5387, -4.9717, 7.0206], [1.0976, -4.7443, 7.9794], [0.8100, -3.8015, 5.7457], [-0.3522, -5.0712, 6.0369], [0.4874, -5.2440, 3.7815], [1.0019, -6.6581, 4.6681], [2.7473, -4.2063, 4.0715], [2.8363, -5.7608, 3.2420], [3.2956, -5.6486, 4.9350], [-0.5341, -0.5579, -8.4757], [-1.5168, 0.5102, -8.0043], [-0.8703, 1.8761, -7.7810], [0.2134, 1.9080, -6.7025], [-0.2395, 1.4426, -5.3208], [-1.3425, 2.3080, -4.7176], [0.2400, -0.7510, -7.7317], [-1.0504, -1.5005, -8.6628], [-0.0453, -0.2545, -9.4036], [-2.0126, 0.1723, -7.0902], [-2.3039, 0.6197, -8.7549], [-1.6520, 2.6008, -7.5356], [-0.4309, 2.2186, -8.7231], [0.5946, 2.9308, -6.6245], [1.0626, 1.2964, -7.0193], [0.6237, 1.4618, -4.6510], [-0.5712, 0.4013, -5.3604], [-1.0203, 3.3486, -4.6392], [-1.5971, 1.9590, -3.7137], [-2.2552, 2.2764, -5.3150]], "forces_ev_per_a": [[-0.6, 0.4, 0.0], [0.7, -0.3, 0.7], [-0.4, 0.3, -0.3], [0.3, 0.2, -0.9], [-0.4, -0.2, 0.8], [-0.4, -0.2, 0.2], [-0.4, -0.2, -0.5], [-0.5, 0.4, 0.0], [0.2, -0.3, -0.4], [-0.1, 0.0, 0.6], [-0.5, -0.9, 0.0], [0.1, 0.4, -0.5], [0.3, 0.1, 0.2], [0.1, 0.1, -0.2], [-0.1, -0.3, 0.0], [0.2, -0.3, 0.0], [0.0, 1.0, 0.1], [-0.3, -0.4, -0.2], [0.3, -0.2, -0.1], [0.2, -0.4, -0.3], [0.0, 0.0, 0.3], [-0.2, 0.1, 0.2], [0.5, 0.3, -0.4], [-0.3, -0.1, 0.1], [0.0, 0.0, -0.1], [0.0, 0.1, 0.4], [0.0, -0.1, -0.1], [-0.2, 0.1, -0.1], [0.2, -0.4, 0.1], [0.0, 0.0, 0.1], [-0.1, 0.1, 0.0], [-0.4, -0.6, -0.5], [0.4, 0.0, -0.2], [-0.3, 0.1, 0.1], [0.2, 0.4, 0.4], [0.3, 0.0, -0.5], [0.2, 0.0, -1.9], [-0.1, 0.2, 2.1], [0.2, -0.3, -0.2], [0.3, 0.2, 0.1], [0.3, -0.2, 0.0], [-0.2, 0.0, 0.3], [0.2, -0.3, -0.1], [-0.5, 0.1, 0.2], [0.5, 0.1, -0.1], [0.1, 0.0, 0.4], [0.2, 0.0, -0.3], [0.3, -0.2, 0.0], [-0.2, -0.2, 0.3], [0.1, 0.3, 0.1], [-0.1, 0.3, 0.0], [-0.2, -0.2, -0.3], [0.0, 0.2, 0.2], [-0.1, -0.1, 0.4], [0.3, 0.5, -0.2], [-0.1, 0.2, -0.2], [-0.3, 0.1, 0.1], [0.1, -0.1, 0.0], [-0.1, 0.0, 0.1], [0.1, 0.0, 0.0], [0.0, 0.0, 0.0], [0.1, 0.1, 0.0], [-0.1, -0.1, 0.0], [0.0, 0.0, 0.0], [0.0, 0.0, 0.0], [0.0, 0.0, 0.0], [0.0, 0.0, 0.0], [0.0, 0.0, 0.0], [0.0, 0.0, 0.0], [0.0, 0.0, 0.0], [0.0, 0.0, 0.0], [0.0, 0.0, 0.0], [-0.1, 0.0, 0.0], [0.0, 0.0, 0.0], [0.0, 0.0, 0.0], [0.0, 0.0, 0.0], [0.0, 0.0, 0.0], [-0.1, 0.0, 0.1], [0.1, 0.0, -0.1], [0.0, 0.0, 0.0], [0.0, 0.0, 0.0], [0.0, 0.1, 0.1], [0.0, -0.1, 0.0], [0.0, 0.0, 0.0], [0.0, 0.0, 0.0], [0.0, 0.0, 0.0], [0.0, 0.0, 0.0], [0.0, 0.0, 0.0], [0.0, 0.0, 0.0], [0.0, 0.0, 0.0], [0.0, 0.0, 0.0], [0.0, 0.0, 0.0], [0.0, 0.0, 0.0], [0.0, 0.0, 0.0], [0.0, 0.0, 0.0], [0.0, 0.0, 0.0], [0.0, 0.0, 0.0]]}


{"formula": "CH2BrClO", "method": "ωB97M-V/def2-TZVPD", "e_lumo_ev": -0.41, "total_charge": 0, "e_tot_ha": -3148.653740, "multiplicity": 1, "homo_energy_ev": -9.981, "elements": ["C", "O", "Cl", "Br", "H", "H"], "positions_angstrom": [[0.8619, 0.9105, 0.7229], [-0.0270, 1.1298, -0.2527], [-2.0591, -1.6381, 0.0455], [2.0722, -0.3596, 0.1350], [-1.0225, -0.9764, 0.5600], [0.1745, 0.9338, -1.2108]], "forces_ev_per_a": [[-2.1, 0.6, -1.3], [0.8, 0.8, 0.5], [1.1, 0.7, 0.5], [1.3, -0.9, -0.4], [-1.2, -0.8, -0.5], [0.1, -0.5, 1.1]]}


{"formula": "C5H13N2O", "method": "ωB97M-V/def2-TZVPD", "e_lumo_ev": 3.84, "total_charge": -1, "e_tot_ha": -382.959883, "multiplicity": 1, "homo_energy_ev": -2.416, "smiles": "C[C@@H](N)CNCC[O-]", "elements": ["C", "C", "N", "C", "N", "C", "C", "O", "H", "H", "H", "H", "H", "H", "H", "H", "H", "H", "H", "H", "H"], "positions_angstrom": [[-1.1969, 0.2583, 1.2896], [-1.5423, -0.2266, -0.1087], [-2.8993, 0.3086, -0.3737], [-0.4901, 0.1683, -1.1483], [0.5896, -0.7858, -1.1389], [2.1252, -0.0527, -0.4582], [2.3433, -0.5257, 0.9070], [3.5547, 0.2157, 1.0103], [-0.3943, -0.2515, 1.8268], [-1.9746, 0.0325, 2.0315], [-1.0116, 1.3360, 1.3526], [-1.6494, -1.3030, 0.0267], [-3.1070, 0.2017, -1.3616], [-2.9574, 1.3012, -0.1737], [-1.0874, 0.1658, -2.0769], [-0.1648, 1.1974, -0.9076], [0.9838, -1.0245, -2.0410], [2.9068, -0.2565, -1.1741], [1.7903, 0.9785, -0.4318], [1.7537, -0.1459, 1.7586], [2.4280, -1.5918, 1.1914]], "forces_ev_per_a": [[0.0, -0.1, 1.6], [-0.6, 0.6, 1.6], [0.0, -0.2, -0.4], [-0.5, -0.9, -0.1], [2.7, 0.7, 0.6], [-4.2, -1.1, -0.5], [2.9, 1.3, 1.9], [0.2, -0.7, 0.3], [0.6, 0.1, -0.9], [-0.6, 0.2, -0.5], [0.1, 0.0, -0.2], [0.2, -0.2, -0.8], [-0.1, 0.0, 0.0], [0.2, 0.0, 0.0], [0.6, 0.2, -0.3], [-0.1, 0.0, -0.3], [-0.7, 0.2, -0.3], [0.0, -0.3, 0.1], [0.4, 0.1, -0.2], [-1.1, 0.2, -0.8], [0.1, -0.3, -1.0]]}


{"formula": "C30H81CdN4O21", "method": "ωB97M-V/def2-TZVPD", "e_lumo_ev": [-10.31, -10.31], "total_charge": 2, "e_tot_ha": -3157.357366, "multiplicity": 2, "homo_energy_ev": [-11.913, -11.912], "s_squared": 0.798, "elements": ["O", "H", "H", "H", "Cd", "C", "C", "C", "O", "C", "C", "C", "O", "O", "O", "H", "H", "O", "H", "H", "O", "H", "H", "O", "H", "H", "O", "H", "H", "O", "H", "H", "O", "H", "H", "O", "H", "H", "O", "H", "H", "C", "O", "C", "C", "N", "C", "C", "O", "C", "H", "H", "H", "H", "H", "H", "H", "H", "H", "H", "H", "H", "H", "H", "H", "C", "O", "C", "C", "N", "C", "C", "O", "C", "H", "H", "H", "H", "H", "H", "H", "H", "H", "H", "H", "H", "H", "H", "H", "C", "O", "C", "C", "N", "C", "C", "O", "C", "H", "H", "H", "H", "H", "H", "H", "H", "H", "H", "H", "H", "H", "H", "H", "C", "O", "C", "C", "N", "C", "C", "O", "C", "H", "H", "H", "H", "H", "H", "H", "H", "H", "H", "H", "H", "H", "H", "H"], "positions_angstrom": [[-1.7562, -4.7067, -1.3023], [-2.2294, -4.1147, -0.7131], [-2.2019, -5.5546, -1.2380], [-1.8336, -4.3353, -2.1842], [-7.0721, 1.3250, -0.4129], [-1.2728, 0.3118, -0.4783], [-2.3887, 1.0396, -0.2657], [-3.7088, 0.3769, -0.1224], [-4.9009, 1.0383, -0.3192], [-3.9015, -0.9299, 0.0537], [-2.7280, -1.7710, -0.0322], [-1.3239, -1.1559, -0.5368], [-0.2991, -1.8027, -0.8441], [-2.6867, -2.9734, 0.2578], [-2.2636, 2.3244, -0.1956], [-0.3895, 0.8431, -0.8006], [-4.8475, -1.4349, 0.1819], [0.0159, -4.0124, 1.3971], [-0.7426, -3.4794, 1.1588], [0.5846, -3.9781, 0.6279], [-3.7086, -2.4808, 3.2067], [-3.0435, -2.1217, 3.7940], [-3.3025, -2.4554, 2.3403], [-6.5448, -2.2524, 2.0376], [-5.5879, -2.2629, 2.0584], [-6.8070, -2.7989, 2.7784], [-3.2894, 3.0763, -2.8132], [-3.0164, 2.7809, -1.9446], [-3.5658, 3.9833, -2.6823], [1.6186, -2.2107, -3.2030], [0.8256, -2.3422, -2.6833], [2.3101, -2.0742, -2.5553], [-4.4139, 3.6654, 1.3323], [-4.2862, 2.9908, 1.9993], [-3.6995, 3.5263, 0.7106], [-1.0997, 1.1020, -3.4445], [-1.2707, 0.7984, -2.5530], [-0.1490, 1.0435, -3.5397], [-6.8822, 0.2497, 1.5357], [-6.3456, 0.5289, 2.2776], [-6.8919, -0.7058, 1.5928], [6.6022, -2.7581, 1.0260], [6.0932, -3.0199, -0.2463], [4.8076, -3.6893, -0.2436], [3.6228, -2.7429, 0.2846], [3.5479, -1.6057, -0.5848], [2.8230, -0.4146, -0.0415], [2.6270, 0.7391, -1.0877], [3.9643, 0.9569, -1.6397], [4.0272, 1.9614, -2.5453], [7.4206, -2.0408, 0.9634], [6.8666, -3.6673, 1.5660], [5.8958, -2.2789, 1.7038], [4.7916, -4.6803, 0.2099], [4.6696, -4.0952, -1.2457], [3.8852, -2.4969, 1.3136], [2.6903, -3.2760, 0.4698], [4.4533, -1.3356, -0.9418], [3.2609, 0.1048, 0.8110], [1.8441, -0.7115, 0.3351], [2.1845, 1.6082, -0.6008], [1.8943, 0.4248, -1.8310], [3.4971, 1.9021, -3.4959], [5.0374, 1.6993, -2.8598], [4.0146, 2.9345, -2.0543], [1.4682, 3.5537, 0.8007], [1.8989, 2.3768, 1.4951], [2.7608, 2.6677, 2.6350], [4.2026, 3.0807, 2.1991], [4.8348, 1.9290, 1.6073], [6.2796, 2.2241, 1.2999], [7.0395, 1.0489, 0.6604], [8.3905, 1.2799, 0.3165], [9.2131, 0.0848, 0.1570], [0.8453, 3.2304, -0.0333], [2.1993, 4.3182, 0.5376], [0.7827, 4.0337, 1.4991], [2.5356, 1.7226, 3.1292], [2.3583, 3.5343, 3.1594], [4.7693, 2.9966, 3.1264], [4.2126, 4.0798, 1.7634], [4.3665, 1.7317, 0.7345], [6.8834, 2.7502, 2.0392], [6.4089, 2.9687, 0.5144], [6.4914, 0.6791, -0.2062], [7.0258, 0.3018, 1.4540], [10.1910, 0.4478, -0.1595], [8.9921, -0.3823, -0.8028], [9.2933, -0.6605, 0.9483], [-6.0602, -5.1413, 0.8688], [-5.5355, -6.4419, 0.7135], [-4.1587, -6.6066, 0.9468], [-3.4786, -7.6535, 0.0790], [-3.1209, -7.1570, -1.2567], [-2.6320, -8.2515, -2.0804], [-2.5410, -7.7684, -3.5324], [-1.4978, -6.8713, -3.5802], [-1.1245, -6.3228, -4.8643], [-6.1299, -4.7897, 1.8982], [-7.0622, -5.1994, 0.4438], [-5.4396, -4.5644, 0.1831], [-3.9826, -6.8402, 1.9968], [-3.8088, -5.5873, 0.7831], [-4.1590, -8.4915, -0.0725], [-2.5987, -8.1037, 0.5386], [-3.9013, -6.7765, -1.7727], [-3.2806, -9.1267, -2.0420], [-1.7801, -8.7431, -1.6107], [-3.4780, -7.2776, -3.7958], [-2.4258, -8.5917, -4.2374], [-0.7386, -7.1935, -5.3945], [-0.3496, -5.5725, -4.7069], [-1.8877, -5.8701, -5.4973], [1.5037, 9.8871, -0.4169], [0.9779, 8.5435, -0.3890], [-0.2877, 8.4473, -1.1220], [-1.0529, 7.1682, -0.8514], [-1.4240, 7.1666, 0.5479], [-2.1140, 5.8699, 0.8207], [-2.2035, 5.5228, 2.3946], [-3.2521, 6.1419, 3.0887], [-3.1601, 5.8100, 4.4769], [0.8554, 10.6374, 0.0356], [1.5287, 9.9823, -1.5025], [2.4973, 9.9476, 0.0272], [-0.1640, 8.6035, -2.1936], [-0.8168, 9.3434, -0.7976], [-0.5313, 6.2448, -1.1028], [-1.9106, 7.2821, -1.5144], [-0.6040, 7.2348, 1.1335], [-1.5619, 5.0928, 0.2921], [-3.1365, 5.7906, 0.4515], [-1.3231, 5.8997, 2.9151], [-2.1842, 4.4367, 2.4845], [-2.9180, 4.7938, 4.7881], [-4.0814, 6.1025, 4.9808], [-2.3326, 6.4262, 4.8285]], "forces_ev_per_a": [[1.6, 1.0, -0.8], [-0.3, 1.5, 1.6], [-1.1, -3.6, -0.3], [0.2, -0.2, -0.8], [2.4, -0.5, 1.0], [1.9, -2.3, -1.0], [-1.4, 5.0, 1.0], [-5.9, 1.9, -1.5], [2.6, 0.5, 0.2], [2.8, -2.7, 0.3], [1.1, -0.4, -0.2], [1.7, -0.2, 0.1], [-3.4, 0.9, 0.8], [-0.7, 0.5, -0.1], [-0.7, -2.8, -0.1], [0.4, -0.1, 0.4], [-0.1, 0.3, -0.1], [-0.1, -0.2, 0.3], [-0.1, 0.1, -0.1], [0.3, 0.0, -0.2], [-0.6, 0.1, -0.3], [0.2, 0.1, 0.4], [0.3, -0.3, -0.2], [-0.2, 0.4, -0.6], [0.6, -0.2, 0.4], [-0.3, -0.1, 0.3], [-0.4, -0.2, -0.2], [0.1, 0.2, 0.1], [0.0, 0.3, 0.0], [-0.5, -0.1, -0.6], [0.0, 0.0, 0.2], [0.6, 0.1, 0.6], [-0.9, 0.0, 0.0], [0.2, 0.0, 0.3], [0.3, -0.1, -0.3], [-0.3, -0.1, 0.0], [0.0, 0.0, -0.2], [0.4, -0.1, -0.2], [-0.8, 1.7, -0.8], [0.2, 0.5, 0.2], [-0.2, -1.9, 0.3], [-0.1, 0.3, 1.1], [-1.5, -0.6, -0.4], [-0.6, 0.3, -0.1], [2.2, -1.2, 0.1], [-1.7, 1.5, -0.2], [0.0, 0.6, -0.7], [1.2, -1.8, 0.5], [-3.6, -2.0, 2.3], [2.7, 0.7, -1.3], [0.2, -0.4, -0.3], [0.5, -0.2, -0.2], [-0.4, 0.3, -0.1], [0.4, 0.2, 1.4], [-0.2, 1.1, -0.6], [0.3, 0.4, 0.3], [-0.3, -0.2, -0.8], [0.2, 0.0, 0.2], [0.6, -0.5, 0.3], [-0.2, -0.3, -0.2], [0.6, 0.2, 0.1], [0.3, -0.2, -0.8], [-1.0, -0.2, 0.3], [0.5, 1.4, -0.7], [-0.3, 0.3, -0.3], [-1.1, -0.4, 1.2], [0.6, 1.1, -0.8], [-0.5, 0.5, -1.7], [-0.9, -2.5, 2.7], [1.8, 0.3, -1.6], [0.6, 0.8, -2.2], [-0.2, -1.3, 1.5], [0.5, -0.3, 0.6], [0.0, 1.3, -1.8], [0.3, 0.1, -0.3], [0.4, -0.5, -0.3], [-0.3, 0.5, 0.0], [1.3, 0.3, 0.9], [-0.3, -0.1, 0.4], [-0.2, 1.5, 0.6], [0.3, -0.1, -0.4], [0.3, -0.2, -0.4], [-0.5, -0.8, 1.1], [-0.8, 0.6, -0.4], [-0.2, -0.1, -0.1], [-0.1, -0.7, -0.1], [0.3, 0.3, 1.0], [-1.0, -0.6, 0.1], [-0.4, 0.5, 0.4], [0.1, -1.1, -1.0], [-0.9, -1.5, -0.1], [0.1, 0.8, 0.6], [-1.0, 0.1, -0.5], [0.9, 0.7, 0.3], [-0.3, -0.8, -0.6], [0.1, -0.8, 0.6], [0.8, 2.2, -0.2], [0.3, -1.3, 0.2], [0.4, 0.0, 0.0], [0.0, 0.2, 0.1], [-0.1, 1.1, 0.4], [0.0, -0.1, 0.2], [1.2, 0.1, -0.1], [-0.4, -0.1, 0.3], [0.1, 0.5, 0.1], [-0.7, -0.1, 0.4], [-1.0, 0.1, -0.2], [0.9, 0.8, -0.5], [-0.4, 0.1, -0.1], [0.2, -0.2, 0.0], [0.4, 0.3, -0.5], [0.1, -0.3, 0.1], [-0.6, -0.1, 0.5], [-0.5, -1.2, -1.4], [-0.8, -0.7, 0.5], [1.5, 1.0, 0.5], [0.6, 1.6, 0.5], [-1.9, -1.6, 0.0], [0.3, 0.7, 2.5], [1.0, 1.0, -1.5], [-1.0, -1.4, -0.2], [0.3, 1.4, 0.0], [-0.2, -0.1, 0.1], [0.6, 1.4, 0.0], [-0.2, -0.4, -0.1], [0.5, -0.2, -0.3], [-0.8, -0.3, 0.1], [0.4, 0.0, -0.4], [-0.4, -0.4, 0.2], [0.2, 0.0, 0.0], [0.2, -0.6, 0.2], [-0.1, 0.7, -0.2], [0.8, -0.2, -0.4], [-0.3, -0.3, 0.2], [-0.1, -0.5, -0.8], [0.1, 0.1, -0.2], [0.0, 0.1, 0.6]]}